Record 1
Here is C18H33Br14ClN4OP as an isolated structure at a distorted geometry from the Open Molecules 2025 dataset. Energies are from ωB97M-V/def2-TZVPD.

XYZ file:
```
72
Properties=species:S:1:pos:R:3:forces:R:3
C -2.77428 0.16869 2.81949 -0.79 -0.12 -1.07
C -1.60191 0.09860 3.04201 0.82 -0.40 0.15
N -0.22263 -0.01976 3.10931 -0.04 -0.07 0.39
C 0.49732 0.46929 2.09426 -1.98 0.52 -1.50
N -0.17292 1.08190 1.05731 3.09 -0.11 -0.06
C 0.85038 1.45634 0.25184 -1.32 0.42 0.36
P 0.39902 2.38543 -1.30988 -0.42 -0.74 -1.36
O -0.06016 1.49359 -2.39866 0.37 0.04 0.48
N 2.05570 1.10237 0.71505 -0.77 0.38 -1.11
N 1.82657 0.48977 1.89605 -0.25 -2.23 0.44
Cl 2.99580 -0.14081 2.94624 -0.04 -0.17 -0.55
H -3.76525 0.13429 2.33185 0.96 0.15 1.01
H 0.23953 -0.48817 3.88001 -0.26 0.09 -0.02
H -0.65459 3.25603 -0.92587 0.73 0.01 0.50
H 1.57719 3.10976 -1.66128 -0.36 0.02 0.62
H 2.96415 1.26740 0.27719 0.20 -0.16 0.56
Br -3.99147 2.56927 -3.22463 0.07 -0.08 0.12
C -3.09237 1.04663 -4.04604 0.09 0.27 -0.10
C -3.98336 0.38230 -5.06158 0.03 -0.21 -0.01
Br -5.32986 -0.70200 -4.16987 0.02 0.02 -0.04
H -2.79022 0.37989 -3.24360 -0.03 0.02 -0.05
H -2.20409 1.46205 -4.51843 -0.04 -0.05 -0.02
H -3.41776 -0.31271 -5.68026 0.04 0.03 0.07
H -4.50699 1.08587 -5.70415 -0.02 -0.01 0.09
Br 5.72554 -0.82026 4.97943 -0.14 0.08 -0.10
C 6.44025 -0.89585 3.16414 -0.19 -0.14 0.02
C 7.57473 -1.87990 3.05951 0.32 0.13 -0.10
Br 9.21233 -1.15317 3.81613 -0.09 -0.06 0.04
H 6.72684 0.11703 2.89541 0.07 -0.07 0.04
H 5.60408 -1.21086 2.54157 0.09 -0.08 -0.01
H 7.80816 -2.08360 2.01541 -0.10 0.03 0.01
H 7.37675 -2.81754 3.57286 -0.06 0.07 -0.01
Br 1.96192 2.59372 3.36115 0.00 2.30 1.00
C 1.46286 4.46677 3.59192 0.31 0.12 0.15
C 0.92453 4.72217 4.97462 -0.36 0.10 0.05
Br -0.89988 4.06664 5.14863 0.11 -0.09 0.00
H 0.75075 4.70300 2.80580 -0.04 -0.05 0.10
H 2.38101 5.02934 3.42650 -0.02 -0.04 0.05
H 0.86547 5.79128 5.17132 0.06 -0.03 -0.08
H 1.50971 4.24524 5.75622 0.03 0.01 -0.09
Br 4.78980 2.98670 0.17723 -0.04 0.06 0.15
C 6.58583 2.50490 -0.41167 0.04 0.05 -0.25
C 6.55846 1.29553 -1.30979 0.19 -0.18 0.08
Br 6.30153 -0.34426 -0.29069 -0.18 0.03 -0.08
H 7.18343 2.36394 0.48476 -0.07 -0.06 -0.03
H 6.95182 3.37531 -0.95374 -0.07 -0.02 0.00
H 7.51568 1.17205 -1.81336 -0.01 0.07 0.05
H 5.76506 1.33176 -2.05126 0.05 0.06 0.04
Br -10.16602 -1.76071 -6.08970 0.01 0.04 -0.07
C -8.79078 -2.11485 -7.42154 -0.13 -0.16 0.18
C -7.47049 -1.51291 -7.01851 0.07 0.09 -0.29
Br -7.44805 0.41234 -7.31400 0.04 -0.03 0.11
H -9.16231 -1.73596 -8.36969 0.07 0.03 0.05
H -8.71611 -3.20005 -7.47217 0.06 0.05 0.01
H -6.66526 -1.90488 -7.63851 -0.07 -0.03 0.00
H -7.22872 -1.67472 -5.97342 -0.09 -0.01 -0.05
Br -5.92953 -1.17526 0.49459 0.00 -0.13 0.00
C -7.05034 -1.00825 -1.09293 0.14 0.33 0.03
C -8.46818 -0.64971 -0.73713 -0.23 -0.23 -0.07
Br -9.44213 -2.19268 -0.05839 0.03 0.07 0.06
H -6.96807 -1.94677 -1.63471 -0.07 0.01 0.08
H -6.58863 -0.21489 -1.67720 -0.07 0.00 0.04
H -9.01557 -0.33521 -1.62445 0.10 0.00 -0.02
H -8.53552 0.12581 0.02091 0.09 -0.03 -0.04
Br 3.46012 -7.03151 3.05622 0.08 0.06 -0.06
C 4.81493 -5.71766 3.52604 -0.21 -0.28 0.12
C 4.24715 -4.32297 3.53019 0.26 0.17 -0.01
Br 4.02328 -3.64273 1.71406 -0.06 0.05 0.00
H 5.63561 -5.84302 2.82452 -0.04 0.09 0.02
H 5.14885 -5.99597 4.52446 -0.01 0.10 -0.01
H 4.93570 -3.62890 4.01161 -0.02 -0.04 0.01
H 3.27650 -4.25778 4.01415 0.04 -0.09 -0.04
```
Positions in Å, forces in eV/Å.

Results
Relative energy (zero: lowest compared OMol25 entry of this formula, charge and spin): 10.1 kcal per mole
E_tot: -37837.28964 Ha
Net charge: +1
Spin multiplicity: 1
Lowest unoccupied orbital energy: -3.548 eV

In elementary charge units, the Löwdin charges are: C 0.1574; C -0.1448; N 0.1218; C -0.4625; N 0.1972; C -0.3568; P 0.7675; O -0.4223; N 0.0504; N -0.5865; Cl 0.7582; H 0.0335; H 0.1537; H 0.0443; H 0.0189; H 0.0591; Br 0.5977; C -0.7027; C -0.6647; Br 0.7007; H 0.0460; H 0.0540; H 0.0646; H 0.0408; Br 0.6313; C -0.7604; C -0.7077; Br 0.6445; H 0.0382; H -0.0513; H 0.0442; H 0.0460; Br 0.8264; C -0.6214; C -0.6870; Br 0.6273; H 0.0551; H 0.0647; H 0.0644; H 0.0549; Br 0.6682; C -0.6447; C -0.6664; Br 0.6734; H 0.0592; H 0.0686; H 0.0679; H 0.0551; Br 0.6053; C -0.6954; C -0.7171; Br 0.6012; H 0.0507; H 0.0585; H 0.0608; H -0.0240; Br 0.5994; C -0.7311; C -0.6908; Br 0.6111; H 0.0428; H -0.0021; H 0.0607; H 0.0518; Br 0.6318; C -0.6977; C -0.6805; Br 0.6033; H 0.0530; H 0.0632; H 0.0145; H 0.0548


Record 2
Here is an isolated ion of composition C7H8N3O and charge +1 at a distorted geometry from the Open Molecules 2025 dataset. Energies are from ωB97M-V/def2-TZVPD.

XYZ file:
```
19
Properties=species:S:1:pos:R:3:forces:R:3
N -1.21441 -0.48600 -1.19694 -0.34 -0.98 -1.60
C -0.68704 0.45377 -0.42680 0.68 -0.48 1.25
C -0.89769 1.76160 -0.50030 -0.14 0.25 -1.19
N -0.26925 2.32876 0.52279 1.23 -1.27 3.24
C 0.25826 1.37104 1.35789 -0.78 1.66 -2.47
N 0.10889 0.24676 0.68827 -1.57 -0.80 -0.75
C 0.53154 -1.02735 1.05677 1.94 -1.94 0.12
C 1.70431 -1.47377 0.56321 0.27 1.52 -0.02
C 2.58627 -0.70814 -0.28462 2.19 -2.57 -0.23
C 2.44839 0.36127 -0.98468 -0.84 1.73 -1.25
O 2.34484 1.27017 -1.68308 0.08 0.28 0.15
H -1.24258 -0.19169 -2.16015 -0.26 -0.41 -0.21
H -1.00428 -1.45504 -1.07149 0.24 -0.30 0.21
H -1.40036 2.22178 -1.29337 -0.56 1.12 -0.60
H -0.27042 3.28284 0.71337 -0.03 1.76 0.52
H 0.53516 1.35200 2.37063 0.74 0.78 0.89
H -0.05630 -1.62962 1.70392 -0.60 -0.16 0.47
H 2.24829 -2.36597 0.79486 -0.87 -0.85 0.60
H 3.54451 -1.21559 -0.67336 -1.37 0.68 0.87
```
Positions in Å, forces in eV/Å.

Results
Relative energy (zero: lowest compared OMol25 entry of this formula, charge and spin): 45.2 kcal per mole
SMILES string: Nc1c[nH+]cn1/C=C\C=C=O
E_tot: -510.74812 Ha
Net charge: +1
Spin multiplicity: 1
Lowest unoccupied orbital energy: -3.241 eV

In elementary charge units, the Löwdin charges are: N 0.1935; C -0.3277; C -0.0134; N 0.1459; C 0.0356; N -0.0104; C -0.0717; C -0.0299; C -0.0782; C -0.1952; O 0.2333; H 0.1280; H 0.1133; H 0.1421; H 0.1575; H 0.1600; H 0.1237; H 0.1194; H 0.1741


Record 3
Here is an isolated ion of composition C6H15NS and charge -1 at a distorted geometry from the Open Molecules 2025 dataset. Energies are from ωB97M-V/def2-TZVPD.

XYZ file:
```
23
Properties=species:S:1:pos:R:3:forces:R:3
C 1.01415 1.33631 0.00971 -2.55 -0.71 -1.67
C 1.59411 1.76097 -1.32953 3.84 2.41 1.34
S 1.13988 3.58744 -1.82645 -0.27 -1.33 1.10
C 0.32547 -0.01905 -0.41068 2.00 -0.90 3.48
N -0.74028 -0.42550 0.58159 1.14 -0.61 -0.06
C -0.94005 -1.84071 0.71162 0.86 0.99 -0.15
C 0.32597 -2.41340 1.19174 2.83 -2.67 -1.19
C -1.97639 0.21364 0.28637 -1.45 0.16 -0.03
H 0.25071 2.03821 0.26811 -0.75 0.43 0.16
H 1.63765 1.33746 0.91674 0.30 -0.64 -0.75
H 2.76653 1.56539 -1.11831 -2.20 1.03 -1.29
H 1.32842 1.25022 -2.21893 -0.41 -1.05 -0.26
H -0.24920 3.60586 -1.23423 1.04 -0.06 -0.52
H -0.21163 -0.02665 -1.31799 0.07 0.58 -1.61
H 1.30401 -0.66868 -0.47246 -2.42 0.23 0.09
H -1.61050 -2.14920 1.49695 -1.17 0.68 -0.05
H -1.25618 -2.30366 -0.26257 0.04 0.12 0.58
H 1.29351 -1.98910 1.48318 -0.50 1.66 -0.98
H 0.28943 -2.97964 2.06852 -1.16 -1.44 1.47
H 0.57695 -3.12058 0.39467 0.69 -0.39 0.33
H -2.19532 0.83385 1.13701 -0.90 0.17 0.58
H -1.82061 0.98455 -0.48187 -0.62 -0.50 -0.45
H -2.84664 -0.57773 0.12680 1.59 1.86 -0.14
```
Positions in Å, forces in eV/Å.

Results
Relative energy (zero: lowest compared OMol25 entry of this formula, charge and spin): 81.6 kcal per mole
E_tot: -690.37819 Ha
Net charge: -1
Spin multiplicity: 2
Lowest unoccupied orbital energy (spin up / spin down): 3.113 / 3.096 eV

In elementary charge units, the Löwdin charges are: C -0.3026; C -0.6168; S 0.0787; C -0.1898; N -0.2513; C -0.3149; C -0.1386; C -0.1706; H 0.0314; H 0.1079; H 0.1005; H 0.0037; H -0.2089; H 0.0848; H 0.1424; H 0.1066; H 0.1246; H 0.0833; H 0.0377; H 0.0729; H 0.0523; H 0.0537; H 0.1131